1.
This record from the Open Molecules 2025 dataset describes C45H40AsIN5PS5SiV as an isolated structure at a distorted geometry. The level of theory is ωB97M-V with the def2-TZVPD basis set.

Geometry as XYZ:
```
100
Properties=species:S:1:pos:R:3:forces:R:3
V 1.165 0.356 1.472 1.081 -1.245 -0.295
I -2.339 1.868 -0.103 -0.453 0.562 0.515
C -3.921 1.143 -1.263 0.255 0.245 0.229
C -5.153 1.555 -0.847 -0.425 -0.075 -0.084
C -6.311 1.283 -1.613 0.246 -0.037 -0.023
C -6.179 0.639 -2.807 0.072 0.046 0.116
C -4.908 0.179 -3.245 -0.250 -0.026 -0.110
C -4.816 -0.487 -4.490 0.154 -0.119 -0.018
C -3.620 -0.981 -4.927 -0.005 0.099 0.208
C -2.481 -0.843 -4.106 -0.112 -0.008 -0.246
C -2.515 -0.197 -2.897 0.402 0.043 0.083
P -0.937 -0.303 -1.866 -0.017 -0.574 -0.618
C -0.722 -2.127 -2.024 -0.150 -0.067 -0.128
C -1.547 -2.875 -1.180 -0.025 -0.033 -0.052
C -1.392 -4.247 -1.065 0.015 0.029 -0.041
C -0.399 -4.896 -1.791 -0.064 0.034 -0.036
C 0.407 -4.167 -2.652 0.002 0.054 -0.033
C 0.241 -2.791 -2.775 -0.064 -0.133 -0.110
C 0.293 0.389 -3.036 0.001 -0.064 -0.073
C 1.641 0.057 -2.851 -0.030 -0.229 -0.457
C 2.621 0.577 -3.684 -0.499 -0.818 -0.722
C 2.277 1.481 -4.682 -0.257 -0.473 -0.144
C 0.951 1.859 -4.840 -0.035 -0.147 -0.114
C -0.035 1.316 -4.025 0.036 -0.124 -0.058
C -3.744 0.376 -2.448 -0.013 -0.052 -0.156
H -5.237 2.113 0.076 -0.022 0.025 -0.028
H -7.282 1.611 -1.261 0.024 0.016 0.003
H -7.041 0.461 -3.441 0.026 -0.030 0.009
H -5.718 -0.609 -5.080 0.008 0.011 0.017
H -3.546 -1.499 -5.875 0.020 0.020 0.017
H -1.542 -1.268 -4.441 -0.033 -0.034 0.008
H -2.309 -2.367 -0.595 0.064 -0.013 0.053
H -2.021 -4.807 -0.384 -0.028 0.003 -0.008
H -0.258 -5.965 -1.691 0.046 0.022 0.042
H 1.191 -4.664 -3.211 0.013 0.015 0.025
H 0.887 -2.243 -3.449 0.028 0.021 0.059
H 1.925 -0.609 -2.041 -0.009 0.103 -0.312
H 3.653 0.282 -3.537 -0.347 -0.308 -0.268
H 3.045 1.901 -5.320 -0.002 0.015 0.003
H 0.680 2.585 -5.598 -0.006 0.002 0.024
H -1.066 1.620 -4.159 -0.003 0.006 -0.028
C -3.575 -1.524 3.581 0.033 0.013 -0.035
C -2.776 -1.850 2.489 0.007 0.015 0.032
C -1.715 -1.043 2.117 -0.055 0.031 0.002
C -1.410 0.123 2.835 0.064 0.227 0.202
C -2.232 0.459 3.918 -0.050 -0.002 0.086
C -3.294 -0.359 4.284 0.036 0.013 -0.033
N -0.321 0.912 2.457 -0.952 0.525 0.200
N -0.305 2.192 3.028 -0.144 0.210 -0.028
C 0.842 2.776 2.804 -0.013 -0.427 0.069
C 1.086 4.137 3.208 -0.042 -0.048 -0.029
C 2.293 4.700 2.980 0.124 -0.039 -0.056
C 3.335 3.937 2.365 -0.004 0.196 0.117
C 3.067 2.657 2.001 -0.272 -0.143 0.050
N 1.853 2.059 2.164 0.226 1.428 0.423
H -4.398 -2.165 3.874 -0.006 0.020 -0.009
H -2.986 -2.749 1.917 0.042 0.025 0.003
H -1.117 -1.299 1.253 0.052 -0.052 0.005
H -2.017 1.371 4.456 0.007 -0.017 0.013
H -3.912 -0.082 5.133 0.035 0.015 -0.016
H 0.275 4.675 3.681 -0.008 -0.023 -0.021
H 2.477 5.731 3.264 -0.009 -0.016 0.014
H 4.312 4.364 2.187 0.011 -0.027 0.012
H 3.840 2.044 1.553 -0.033 -0.043 -0.087
S 4.440 -5.229 -1.832 -0.125 0.014 0.050
As 4.186 -3.243 -1.231 0.420 -0.151 -0.392
S 1.296 -1.462 0.031 0.021 -0.760 0.098
S 2.841 -1.647 1.418 0.045 0.192 0.491
S 5.727 -2.076 -2.110 -0.047 0.015 -0.008
N 4.487 0.525 -0.533 -0.407 0.340 -0.112
C 3.741 1.423 -1.217 0.241 0.394 0.348
N 2.523 1.777 -0.937 0.223 0.142 0.211
C 2.101 2.796 -1.776 0.146 0.192 0.259
C 0.842 3.388 -1.753 0.081 0.090 0.048
C 0.547 4.401 -2.650 0.025 0.014 0.071
C 1.498 4.846 -3.569 0.115 -0.055 0.033
C 2.755 4.260 -3.615 0.021 0.157 0.191
C 3.041 3.240 -2.718 0.170 0.389 0.209
S 4.507 2.325 -2.537 0.414 0.692 0.621
H 3.966 -0.024 0.146 -0.017 -0.004 0.006
H 5.135 -0.053 -1.066 0.127 -0.182 -0.125
H 0.115 3.042 -1.032 -0.007 0.012 -0.019
H -0.441 4.847 -2.640 0.026 0.011 0.036
H 1.258 5.655 -4.249 -0.012 -0.039 -0.025
H 3.497 4.584 -4.336 -0.021 0.013 0.014
C -0.451 -3.443 4.955 -0.180 -0.047 -0.135
Si 1.073 -2.466 5.410 -0.110 -0.185 0.264
C 2.416 -3.686 5.904 0.220 -0.069 -0.023
C 0.674 -1.469 6.945 0.003 0.204 0.096
C 1.567 -1.477 3.995 0.430 0.064 -0.387
C 1.859 -1.061 2.837 -0.488 -0.144 0.088
H -0.647 -4.247 5.672 0.022 0.055 0.004
H -0.336 -3.887 3.962 -0.009 0.000 0.046
H -1.327 -2.788 4.917 0.032 -0.035 -0.031
H 2.099 -4.295 6.758 -0.016 0.040 -0.039
H 3.339 -3.168 6.182 -0.042 -0.024 -0.018
H 2.651 -4.358 5.074 -0.006 0.034 0.036
H 0.477 -2.142 7.787 -0.007 0.019 -0.041
H -0.213 -0.850 6.784 0.058 -0.009 -0.010
H 1.499 -0.809 7.227 -0.037 -0.025 -0.021
```
Forces are in eV/Å.

The HOMO-LUMO gap (alpha / beta) is 5.3 / 5.4 eV. As for the HOMO energy (alpha / beta): -1.727 / -1.772 eV. As for the net charge: -2. The LUMO energy (alpha / beta) comes out at 3.6 / 3.6 eV. Its multiplicity is 4. The calculation puts the total energy at -220737.29729 eV.


2.
This record from the Open Molecules 2025 dataset describes a 2-piece molecular cluster, H4OS2 overall at a distorted geometry. The level of theory is ωB97M-V with the def2-TZVPD basis set.

Geometry as XYZ:
```
7
Properties=species:S:1:pos:R:3:forces:R:3
S 0.410 1.330 2.100 -2.053 -0.282 2.119
S 2.003 1.236 0.722 1.984 -0.177 -2.241
H -0.521 2.174 1.628 -0.024 0.256 -0.243
H 1.549 0.368 -0.225 0.088 0.199 0.360
H -3.820 -3.507 -5.049 0.128 -0.040 0.785
H -4.056 -4.591 -3.852 0.252 0.848 -0.603
O -4.131 -4.380 -4.797 -0.375 -0.804 -0.177
```
Forces are in eV/Å.

The HOMO-LUMO gap (alpha / beta) is 2.4 / 6.9 eV. As for the HOMO energy (alpha / beta): 0.181 / -4.319 eV. As for the net charge: -1. The LUMO energy (alpha / beta) comes out at 2.6 / 2.6 eV. Its multiplicity is 2. The calculation puts the total energy at -23782.19446 eV.


3.
This record from the Open Molecules 2025 dataset describes the molecule C12H14NO2P at a distorted geometry. The level of theory is ωB97M-V with the def2-TZVPD basis set.

Geometry as XYZ:
```
30
Properties=species:S:1:pos:R:3:forces:R:3
C 1.498 2.176 0.691 -0.315 0.223 0.195
C 0.065 2.037 1.222 0.338 -1.205 -0.469
P -1.046 1.475 -0.164 -0.071 1.017 -0.643
C -2.518 0.628 0.581 0.087 0.224 0.373
C -2.661 0.871 2.080 0.060 -0.146 0.083
C -0.003 0.224 -1.030 -0.044 -0.370 0.404
C 0.449 0.552 -2.312 0.112 -0.362 -0.004
C 1.258 -0.312 -3.056 -0.124 -0.136 0.344
C 1.637 -1.549 -2.549 -0.025 0.027 0.003
C 1.193 -1.892 -1.282 0.005 0.574 -0.427
C 0.408 -1.021 -0.540 -0.029 0.163 -0.074
C 0.170 -1.670 0.786 0.640 -0.203 -0.124
O -0.499 -1.326 1.713 -0.494 0.322 0.359
N 0.960 -2.844 0.803 -0.754 -0.730 -0.693
C 1.420 -3.130 -0.499 -0.035 0.902 0.256
O 1.865 -4.174 -0.858 0.353 -0.804 -0.256
H 1.499 2.599 -0.310 0.157 0.140 -0.140
H 2.077 2.818 1.348 0.125 0.098 0.019
H 1.987 1.209 0.657 0.101 -0.157 -0.099
H -0.298 2.984 1.595 -0.231 0.096 0.142
H 0.068 1.268 1.990 -0.084 0.247 0.374
H -3.369 1.111 0.109 -0.099 -0.057 -0.288
H -2.575 -0.428 0.343 0.201 -0.183 -0.023
H -2.792 1.929 2.292 -0.073 0.134 0.022
H -3.525 0.335 2.464 -0.157 0.023 0.044
H -1.797 0.528 2.636 0.074 -0.122 0.045
H 0.171 1.496 -2.756 -0.132 0.126 0.096
H 1.575 -0.016 -4.043 0.075 0.043 -0.108
H 2.265 -2.216 -3.119 0.017 -0.111 -0.032
H 0.518 -3.663 1.209 0.324 0.228 0.622
```
Forces are in eV/Å.

Its SMILES is CCP(CC)c1cccc2c1C(=O)NC2=O. The HOMO-LUMO gap is 7.8 eV. As for the HOMO energy: -8.237 eV. The LUMO energy comes out at -0.5 eV. The calculation puts the total energy at -27545.63943 eV.